DFT (ωB97M-V/def2-TZVPD) results for C22H19BrN2O4S in the gas phase at a distorted geometry.

Last column: Löwdin charge in e.
Positions of all 49 atoms, in Å:
O1 1.13 -2.78 1.34  0.033
O2 -0.13 4.37 -1.10  -0.307
O3 1.60 3.89 -2.68  -0.306
Br1 1.69 2.77 5.70  0.762
O4 -1.56 -1.81 -3.15  0.069
C1 0.39 -1.86 1.71  -0.431
C2 0.81 -1.21 2.96  0.017
C3 -0.05 -0.34 3.62  -0.035
C4 -1.34 -0.05 2.89  -0.086
C5 -1.62 -0.57 1.66  -0.070
C6 -0.75 -1.65 -0.42  -0.108
C7 -1.26 -2.83 -0.91  0.092
C8 2.89 2.75 3.25  -0.122
C9 0.48 2.63 3.04  -0.122
C10 -1.10 0.40 -3.51  0.027
C11 2.90 2.87 1.86  0.005
C12 0.61 2.68 1.68  -0.065
C13 -0.62 1.63 -3.10  -0.059
C14 0.02 0.74 -1.05  0.005
C15 1.62 2.69 3.82  -0.703
C16 -1.02 -0.71 -2.69  -0.238
C17 -0.50 -0.56 -1.37  -0.042
C18 1.75 2.94 1.04  -0.308
C19 0.05 1.78 -1.93  -0.255
N1 -0.71 -1.41 1.02  0.032
N2 1.95 2.96 -0.32  -0.059
C20 -0.14 -3.80 -2.73  -0.027
C21 -2.46 -3.99 -2.83  -0.034
C22 -1.41 -3.08 -2.37  -0.504
S1 0.88 3.39 -1.51  0.727
H1 1.85 -1.48 3.34  0.143
H2 0.13 0.32 4.45  0.065
H3 -2.21 0.45 3.48  0.134
H4 -2.66 -0.49 1.33  0.133
H5 -1.58 -3.50 -0.18  0.123
H6 3.75 2.64 3.90  0.094
H7 -0.42 2.58 3.56  0.090
H8 -1.55 0.30 -4.45  0.117
H9 3.84 2.98 1.39  0.099
H10 -0.35 2.81 1.15  0.136
H11 -0.63 2.48 -3.80  0.136
H12 0.56 0.70 -0.10  0.116
H13 2.84 3.37 -0.53  0.119
H14 0.76 -3.28 -2.38  0.102
H15 -0.12 -3.97 -3.90  0.135
H16 -0.08 -4.84 -2.49  0.083
H17 -2.40 -4.87 -2.20  0.097
H18 -2.40 -4.47 -3.81  0.107
H19 -3.43 -3.57 -2.71  0.083

Values from the calculation:
HOMO level = -8.598 eV
frontier orbital gap = 8.57 eV
lowest unoccupied orbital energy = -0.0296 eV
structure (SMILES) = CC1(C)C=C(n2ccccc2=O)c2cc(S(=O)(=O)Nc3ccc(Br)cc3)ccc2O1
charge = 0